Record 1
17
Properties=species:S:1:pos:R:3:nbo_charge:R:1 method="wB97M-V/def2-TZVPD" de_lowest_kj_mol=95.0 spin_multiplicity=1 e_tot_ev=-8873.505 lumo_ha=0.0330 smiles=CCO.NCO total_charge=0
C 1.35 1.29 -0.88 -0.06
O 0.87 0.40 -1.88 -0.72
C 2.15 0.57 0.14 -0.64
H 0.55 1.85 -0.40 0.16
H 1.95 2.08 -1.33 0.15
H 0.54 0.98 -2.58 0.47
H 1.55 -0.21 0.62 0.23
H 2.36 1.23 0.98 0.21
H 3.00 0.01 -0.24 0.21
N -1.65 -1.06 -0.28 -0.90
C -1.93 -0.79 1.09 0.11
O -0.73 -0.50 1.78 -0.72
H -0.99 -0.49 -0.80 0.40
H -2.24 -1.67 -0.81 0.38
H -2.36 -1.71 1.49 0.14
H -2.72 -0.02 1.21 0.12
H -0.99 -0.41 2.70 0.47

Record 2
87
Properties=species:S:1:pos:R:3:mulliken_charge:R:1 method="wB97M-V/def2-TZVPD" de_lowest_kj_mol=125.8 spin_multiplicity=1 e_tot_ev=-128040.841 lumo_ha=0.1006 total_charge=-2
K -0.70 2.35 -1.22 1.04
C -1.97 -0.31 -5.32 -1.62
C -1.81 0.08 -3.87 -0.23
N -1.47 1.25 -3.48 1.18
N -1.16 2.20 -4.37 -1.43
C -1.33 3.45 -3.94 0.11
O -2.02 3.84 -2.97 -0.87
C -0.67 4.48 -4.82 0.45
C -0.64 4.34 -6.20 -0.22
C -0.04 5.32 -6.98 -0.58
C 0.54 6.43 -6.39 -0.36
C 0.52 6.56 -5.01 -0.59
C -0.10 5.60 -4.22 -0.43
C -2.08 -0.90 -2.81 1.10
C -2.28 -2.26 -3.08 -1.08
C -2.54 -3.13 -2.04 -0.43
C -2.61 -2.64 -0.74 -1.02
C -2.41 -1.27 -0.57 -0.26
N -2.14 -0.44 -1.55 0.47
H -1.76 0.57 -5.92 0.34
H -2.98 -0.66 -5.53 0.30
H -1.26 -1.10 -5.60 0.31
H -1.08 3.47 -6.65 0.36
H -0.03 5.21 -8.06 0.34
H 1.02 7.19 -7.00 0.35
H 0.98 7.42 -4.54 0.39
H -0.12 5.69 -3.14 0.50
H -2.21 -2.63 -4.10 0.36
H -2.67 -4.19 -2.23 0.38
H -2.82 -3.29 0.09 0.43
H -2.46 -0.83 0.43 0.55
C 3.43 -8.22 7.89 -0.84
O 3.66 -8.18 6.50 -0.47
C 3.20 -7.09 5.83 1.03
C 3.51 -7.03 4.48 -0.53
C 3.07 -5.97 3.71 -0.56
C 2.31 -4.94 4.27 0.26
C 2.02 -5.01 5.63 -0.73
C 2.46 -6.07 6.41 -0.64
C 1.86 -3.84 3.42 0.19
N 2.07 -3.76 2.13 -0.84
C 1.49 -2.58 1.73 0.92
C 0.92 -1.94 2.81 0.15
N 1.16 -2.76 3.88 -0.12
C 0.23 -0.69 2.72 0.42
C -0.37 -0.03 3.80 -0.77
C -0.99 1.18 3.58 -1.10
C -1.01 1.69 2.27 -0.49
N -0.46 1.07 1.25 0.82
C 0.17 -0.09 1.44 -0.16
C 0.79 -0.74 0.30 -0.60
N 0.73 -0.10 -0.88 0.59
C 1.30 -0.65 -1.93 -0.46
C 1.97 -1.88 -1.90 -1.09
C 2.04 -2.55 -0.70 -0.70
C 1.45 -1.98 0.43 0.41
H 3.93 -9.11 8.26 0.24
H 2.36 -8.27 8.13 0.33
H 3.86 -7.34 8.40 0.34
H 4.11 -7.83 4.06 0.40
H 3.31 -5.91 2.65 0.49
H 1.44 -4.23 6.10 0.25
H 2.21 -6.08 7.46 0.36
H 0.93 -2.56 4.84 0.19
H -0.34 -0.46 4.79 0.34
H -1.45 1.73 4.38 0.42
H -1.45 2.66 2.06 0.37
H 1.22 -0.09 -2.86 0.49
H 2.42 -2.28 -2.79 0.42
H 2.55 -3.50 -0.60 0.53
S 4.56 7.74 2.40 -0.45
C 3.49 6.67 1.69 0.09
S 1.79 6.72 1.90 -0.17
C 1.32 5.34 0.90 -0.07
C 2.36 4.70 0.28 -0.12
S 2.31 3.34 -0.75 -0.49
S 3.95 5.40 0.64 -0.16
S -0.35 4.97 0.80 -0.48
C -5.30 3.44 -1.60 -1.13
C -4.36 3.07 -0.46 -0.32
O -3.23 2.37 -0.93 -0.19
H -6.24 3.85 -1.21 0.39
H -5.52 2.56 -2.20 0.24
H -4.83 4.19 -2.24 0.25
H -4.86 2.41 0.25 0.28
H -4.06 3.97 0.08 0.28
H -2.86 2.87 -1.69 0.35

Record 3
24
Properties=species:S:1:pos:R:3:nbo_charge:R:1 method="wB97M-V/def2-TZVPD" de_lowest_kj_mol=237.4 spin_multiplicity=1 e_tot_ev=-15906.542 lumo_ha=-0.0942 smiles=CC[C@]1(N)[NH2+][C@]1(O)c1nc[nH]n1 total_charge=+1
C 1.99 3.58 -1.25 0.20
C 1.34 1.62 -1.40 0.25
C 0.80 0.15 -1.16 0.31
C -1.33 -0.78 2.03 -0.61
C -1.39 -0.32 0.57 -0.45
C -0.32 -0.97 -0.27 0.41
N 1.49 2.62 -0.51 -0.47
N 1.72 1.91 -2.63 -0.30
N 2.14 3.17 -2.52 -0.32
N 1.06 -0.57 0.13 -0.58
N -0.46 -2.20 -0.80 -0.80
O 1.28 -0.66 -2.18 -0.73
H 2.26 4.56 -0.90 0.23
H -0.40 -0.48 2.52 0.20
H -2.15 -0.31 2.58 0.25
H -1.44 -1.86 2.12 0.23
H -1.27 0.76 0.53 0.24
H -2.37 -0.56 0.15 0.25
H 2.49 3.66 -3.33 0.44
H 1.13 0.02 0.96 0.45
H 1.80 -1.29 0.10 0.44
H 0.25 -2.47 -1.47 0.42
H -1.40 -2.45 -1.09 0.42
H 1.55 -0.11 -2.93 0.53

Record 4
69
Properties=species:S:1:pos:R:3:nbo_charge:R:1 method="wB97M-V/def2-TZVPD" de_lowest_kj_mol=201.8 spin_multiplicity=1 e_tot_ev=-186386.550 lumo_ha="-0.3373 / -0.3320" total_charge=+2
Tl 0.35 0.72 0.39 0.97
C 0.47 0.10 4.46 -0.77
Se 0.31 -1.19 2.99 0.36
C 2.14 -1.94 3.04 -0.58
C 3.21 -1.15 2.30 -0.59
Se 2.95 -1.10 0.34 0.67
C 4.28 0.26 0.00 -0.81
H 0.61 -0.45 5.38 0.25
H -0.46 0.67 4.51 0.24
H 1.30 0.78 4.29 0.23
H 2.05 -2.93 2.60 0.28
H 2.39 -2.01 4.10 0.26
H 4.16 -1.67 2.46 0.26
H 3.31 -0.12 2.64 0.23
H 4.07 1.17 0.57 0.23
H 4.26 0.48 -1.07 0.26
H 5.26 -0.13 0.26 0.26
N -1.58 -0.97 -0.37 -0.89
C -2.95 -0.66 -0.23 0.27
C -3.89 -1.65 0.03 -0.25
C -5.23 -1.33 0.11 -0.12
C -5.66 -0.03 -0.09 -0.21
C -4.74 0.98 -0.28 -0.14
C -3.38 0.67 -0.36 -0.49
P -2.17 2.01 -0.52 1.25
C -2.86 3.50 0.23 -0.45
C -3.09 4.66 -0.52 -0.17
C -3.62 5.78 0.10 -0.18
C -3.87 5.77 1.47 -0.13
C -3.63 4.62 2.21 -0.22
C -3.13 3.49 1.61 -0.11
C -1.67 2.31 -2.22 -0.47
C -2.32 1.70 -3.29 -0.13
C -1.90 1.98 -4.58 -0.17
C -0.81 2.81 -4.79 -0.12
C -0.15 3.40 -3.72 -0.21
C -0.57 3.15 -2.43 -0.12
H -1.26 -0.74 -1.31 0.41
H -1.42 -1.96 -0.23 0.41
H -3.57 -2.67 0.17 0.23
H -5.95 -2.11 0.31 0.25
H -6.71 0.20 -0.08 0.25
H -5.06 2.00 -0.41 0.24
H -2.90 4.67 -1.58 0.24
H -3.84 6.66 -0.48 0.24
H -4.24 6.66 1.95 0.24
H -3.85 4.62 3.27 0.24
H -2.93 2.60 2.18 0.21
H -3.18 1.07 -3.12 0.23
H -2.40 1.53 -5.41 0.24
H -0.47 3.00 -5.80 0.24
H 0.70 4.03 -3.90 0.24
H -0.07 3.60 -1.59 0.21
O -0.21 -0.29 -3.72 -0.63
C 0.49 -0.74 -2.83 0.77
O 0.89 -0.15 -1.77 -0.88
C 0.92 -2.20 -2.88 -0.16
C 1.10 -2.91 -4.07 -0.12
C 1.55 -4.22 -4.02 -0.20
C 1.87 -4.82 -2.81 -0.18
C 1.66 -4.11 -1.64 0.06
C 1.14 -2.83 -1.68 -0.20
N 2.03 -4.62 -0.35 0.53
O 2.35 -5.77 -0.24 -0.30
O 2.03 -3.81 0.58 -0.48
H 0.89 -2.43 -5.01 0.25
H 1.69 -4.77 -4.94 0.24
H 2.28 -5.82 -2.77 0.26
H 0.91 -2.33 -0.75 0.22

Record 5
12
Properties=species:S:1:pos:R:3:nbo_charge:R:1 method="wB97M-V/def2-TZVPD" de_lowest_kj_mol=503.7 spin_multiplicity=1 e_tot_ev=-8231.479 lumo_ha="-0.0535 / -0.0373" total_charge=0
N 0.85 -0.58 -1.14 -0.70
C -0.13 -1.16 -0.26 -0.31
C -0.05 -0.08 0.75 0.00
O 0.44 1.70 -0.31 -0.90
C -1.21 0.58 1.26 0.22
N -2.20 1.01 1.70 -0.28
H 0.76 0.89 -0.92 0.49
H 1.75 -1.03 -0.99 0.34
H -1.13 -1.22 -0.70 0.21
H 0.13 -2.13 0.17 0.21
H 0.84 -0.02 1.37 0.25
H -0.32 2.11 -0.75 0.48

Record 6
18
Properties=species:S:1:pos:R:3:nbo_charge:R:1 method="wB97M-V/def2-TZVPD" de_lowest_kj_mol=572.3 spin_multiplicity=1 e_tot_ev=-10473.238 lumo_ha=0.0343 smiles=C[C@]12COCO[C@@H]1C2 total_charge=0
C 0.68 -1.05 1.23 -0.67
C 0.23 -0.75 -0.28 -0.13
C 0.91 0.43 -1.16 -0.06
C 0.14 1.73 0.55 0.20
C -1.11 0.12 -0.27 0.08
C -1.23 -1.39 -0.57 -0.42
H 1.70 -0.67 1.20 0.21
H -0.22 -0.39 1.81 0.26
H 0.73 -2.18 1.36 0.23
H 0.67 0.33 -2.18 0.20
H 1.95 0.21 -0.96 0.17
H 0.93 1.38 1.25 0.16
H -0.10 2.78 0.87 0.19
H -1.38 0.55 -1.14 0.17
H -1.61 -1.48 -1.73 0.22
H -1.54 -2.30 0.01 0.24
O 0.49 1.63 -0.76 -0.52
O -1.22 1.05 0.76 -0.53

Record 7
16
Properties=species:S:1:pos:R:3:nbo_charge:R:1 method="wB97M-V/def2-TZVPD" de_lowest_kj_mol=387.6 spin_multiplicity=1 e_tot_ev=-9876.044 lumo_ha=0.0206 total_charge=0
C 1.00 -0.18 -1.11 -0.92
C 1.00 0.07 0.37 0.08
O 2.05 0.80 1.01 -0.75
C -0.30 0.85 0.55 -0.52
C -1.26 -0.07 -0.13 0.76
O -1.76 0.11 -1.34 -0.71
N -1.84 -1.01 0.60 -0.74
H 1.32 0.75 -1.63 0.18
H -0.88 0.22 -1.81 0.54
H 1.66 -0.99 -1.43 0.19
H 0.88 -0.90 0.89 0.13
H 2.87 0.36 0.76 0.47
H -0.60 1.08 1.58 0.21
H -0.23 1.78 -0.02 0.24
H -2.41 -1.71 0.16 0.42
H -1.52 -1.17 1.55 0.41

Record 8
16
Properties=species:S:1:pos:R:3:nbo_charge:R:1 method="wB97M-V/def2-TZVPD" de_lowest_kj_mol=586.2 spin_multiplicity=1 e_tot_ev=-8048.618 lumo_ha="-0.0194 / 0.0075" total_charge=0
B 0.00 -0.35 0.22 0.89
C -0.86 -1.58 -0.10 -0.65
C -2.11 -1.12 -0.01 -0.06
C -0.85 0.90 0.35 -0.88
C -2.26 0.41 0.25 -0.43
C 3.35 0.48 -0.15 -0.26
O 2.68 -0.09 0.81 -0.53
H -0.70 -2.58 -0.27 0.23
H -2.83 -1.89 -0.14 0.21
H -0.76 1.82 0.90 0.27
H -0.66 1.14 -0.70 0.27
H -2.88 0.71 -0.67 0.23
H -2.81 0.39 1.20 0.24
H 3.12 -0.07 -1.12 0.16
H 4.44 0.19 -0.22 0.18
H 3.13 1.66 -0.34 0.12

Record 9
9
Properties=species:S:1:pos:R:3:nbo_charge:R:1 method="wB97M-V/def2-TZVPD" de_lowest_kj_mol=310.6 spin_multiplicity=1 e_tot_ev=-8391.029 lumo_ha=0.0332 smiles="CN(F)C=O" total_charge=0
C 1.37 -0.41 -0.41 0.52
C -1.01 0.58 0.08 -0.46
N -0.09 -0.48 -0.09 -0.08
O 1.88 0.49 -1.02 -0.54
F -0.24 -1.56 0.72 -0.23
H 1.88 -1.26 0.03 0.14
H -0.44 1.56 0.19 0.22
H -1.89 0.78 -0.52 0.21
H -1.45 0.29 1.02 0.22

Record 10
99
Properties=species:S:1:pos:R:3:mulliken_charge:R:1 method="wB97M-V/def2-TZVPD" de_lowest_kj_mol=0.0 spin_multiplicity=1 e_tot_ev=-196108.229 lumo_ha=0.0779 total_charge=-1
Tl 0.83 -0.40 -0.19 2.59
N 0.68 -2.58 -0.31 0.09
C 1.62 -3.38 -1.14 0.16
C 2.80 -3.96 -0.36 -0.58
C 4.09 -3.15 -0.36 -0.74
C 4.15 -1.93 0.54 -0.41
N 3.37 -0.79 0.02 -0.42
H 0.71 -2.89 0.66 -0.04
H -0.29 -2.73 -0.61 0.52
H 1.98 -2.77 -1.97 -0.54
H 1.04 -4.19 -1.57 0.52
H 3.02 -4.93 -0.81 0.46
H 2.49 -4.17 0.67 0.13
H 4.34 -2.87 -1.39 0.16
H 4.90 -3.81 -0.03 0.52
H 5.20 -1.64 0.67 0.45
H 3.76 -2.18 1.52 -0.02
H 3.67 -0.52 -0.91 0.16
H 3.51 0.01 0.62 0.29
O -2.97 -2.88 1.58 -0.82
S -2.42 -1.97 0.61 1.43
O -1.27 -1.19 1.09 -0.36
O -2.13 -2.57 -0.70 -0.92
C -3.71 -0.78 0.27 -0.16
C -4.95 -0.98 0.87 -0.61
C -6.00 -0.12 0.59 -0.68
C -5.82 0.93 -0.30 -0.83
C -4.58 1.12 -0.89 -0.19
C -3.51 0.28 -0.61 -0.13
P -1.89 0.56 -1.45 0.85
C -2.45 0.33 -3.18 0.98
C -2.80 1.34 -4.07 -0.32
C -3.24 1.03 -5.35 -0.70
C -3.35 -0.29 -5.75 -0.60
C -3.01 -1.31 -4.87 -0.49
C -2.56 -1.00 -3.59 -1.21
C -1.68 2.36 -1.23 0.35
C -0.87 3.09 -2.10 -0.52
C -0.57 4.42 -1.84 -1.13
C -1.07 5.04 -0.71 -0.46
C -1.85 4.32 0.19 -0.79
C -2.14 2.99 -0.07 -0.52
H -5.06 -1.81 1.55 0.62
H -6.96 -0.27 1.07 0.39
H -6.64 1.60 -0.53 0.41
H -4.44 1.95 -1.59 0.43
H -2.74 2.38 -3.76 0.41
H -3.51 1.83 -6.03 0.42
H -3.69 -0.53 -6.75 0.36
H -3.10 -2.34 -5.17 0.43
H -2.31 -1.79 -2.89 0.49
H -0.44 2.61 -2.97 0.80
H 0.06 4.97 -2.53 0.40
H -0.83 6.08 -0.50 0.42
H -2.21 4.78 1.09 0.41
H -2.74 2.43 0.65 0.48
F 3.49 -0.06 4.16 -0.21
C 2.84 -1.17 4.53 0.56
F 2.69 -1.15 5.86 -0.24
F 3.61 -2.22 4.21 -0.21
S 1.22 -1.26 3.66 1.34
O 1.64 -1.34 2.28 -0.76
O 0.53 -0.09 4.12 -0.76
N 0.55 -2.55 4.22 -0.53
S 0.76 -4.01 3.65 0.94
O 1.79 -4.75 4.31 -0.67
O 0.69 -4.11 2.21 -0.68
C -0.83 -4.75 4.26 0.59
F -1.85 -3.91 4.19 -0.21
F -1.10 -5.83 3.53 -0.24
F -0.68 -5.13 5.53 -0.23
Se 1.65 0.62 -2.64 -0.09
C 2.08 -0.96 -3.64 -0.36
C 1.07 -1.80 -4.11 -0.03
C 1.38 -2.98 -4.76 -0.45
C 2.71 -3.34 -4.98 -0.55
C 3.72 -2.49 -4.55 -0.54
C 3.41 -1.31 -3.89 -0.42
H 0.04 -1.52 -3.94 0.40
H 0.58 -3.62 -5.11 0.44
H 2.95 -4.27 -5.48 0.38
H 4.76 -2.75 -4.72 0.40
H 4.20 -0.65 -3.55 0.44
F 1.89 7.05 5.73 -0.26
C 0.82 7.01 4.91 0.91
F -0.26 7.06 5.70 -0.27
F 0.84 8.16 4.21 -0.28
C 0.83 5.80 4.03 0.42
C 0.47 4.57 4.56 -0.96
C 0.50 3.44 3.77 -0.60
C 0.89 3.53 2.43 0.58
C 1.26 4.77 1.91 -0.47
C 1.23 5.90 2.70 -0.86
C 0.89 2.35 1.62 0.22
C 0.91 1.36 0.94 -1.76
H 0.16 4.50 5.60 0.41
H 0.23 2.47 4.17 0.68
H 1.56 4.83 0.87 0.55
H 1.51 6.86 2.29 0.43

Record 11
14
Properties=species:S:1:pos:R:3:nbo_charge:R:1 method="wB97M-V/def2-TZVPD" de_lowest_kj_mol=56.4 spin_multiplicity=1 e_tot_ev=-12903.712 lumo_ha=0.0201 smiles=NN(F)c1ccncn1 total_charge=0
C -0.57 0.99 0.97 -0.32
C -1.23 0.25 1.96 0.08
C -0.84 -1.76 0.83 0.26
C 0.10 0.21 0.02 0.36
N -1.45 -1.06 1.84 -0.46
N 0.00 -1.15 -0.05 -0.47
N 1.08 0.18 -2.25 -0.57
N 1.00 0.78 -1.08 0.08
F 0.59 2.28 -1.18 -0.36
H -0.64 2.05 0.89 0.25
H -1.67 0.70 2.84 0.20
H -1.02 -2.82 0.64 0.20
H 0.38 0.37 -2.97 0.37
H 2.05 0.26 -2.57 0.38

Record 12
100
Properties=species:S:1:pos:R:3:mulliken_charge:R:1 method="wB97M-V/def2-TZVPD" spin_multiplicity=1 e_tot_ev=-94210.687 lumo_ha=-0.1631 total_charge=+1
N 5.22 5.16 4.62 -0.50
C 4.04 4.73 5.23 0.10
O 3.91 4.58 6.41 -0.52
C 2.90 4.35 4.28 -0.19
C 2.07 5.56 3.88 -0.67
N 0.95 5.18 2.97 0.19
C 0.82 5.80 1.79 0.04
C -0.20 5.46 0.94 -0.83
C -1.09 4.45 1.31 -0.30
C -0.95 3.81 2.54 -0.07
C -1.90 2.71 2.95 -1.00
C -1.29 1.55 3.76 -1.26
C -1.02 0.30 2.93 0.63
F -0.74 -0.73 3.76 -0.32
F -2.12 -0.01 2.20 -0.25
C 0.18 0.46 1.95 0.79
F 1.20 1.04 2.63 -0.34
F -0.20 1.32 0.98 -0.33
C 0.70 -0.88 1.34 0.35
F -0.34 -1.68 1.07 -0.27
F 1.48 -1.46 2.27 -0.30
C 1.50 -0.65 0.02 0.85
F 2.35 0.38 0.23 -0.28
F 0.62 -0.29 -0.93 -0.30
C 2.28 -1.90 -0.51 0.35
F 2.89 -2.57 0.48 -0.25
F 1.34 -2.70 -1.05 -0.32
C 3.34 -1.57 -1.63 0.79
F 3.29 -2.59 -2.51 -0.30
F 3.00 -0.44 -2.26 -0.31
C 4.86 -1.49 -1.22 0.64
F 5.50 -1.17 -2.36 -0.28
F 5.26 -2.70 -0.81 -0.29
C 5.32 -0.44 -0.17 0.62
F 4.76 -0.65 1.03 -0.20
F 5.02 0.80 -0.58 -0.24
F 6.64 -0.54 -0.03 -0.26
C 0.09 4.22 3.35 -0.02
H 5.13 6.05 4.14 0.24
H 5.93 5.24 5.34 0.31
H 3.30 3.87 3.39 0.43
H 2.31 3.60 4.82 0.32
H 2.69 6.25 3.31 0.36
H 1.65 6.09 4.74 0.20
H 1.55 6.56 1.53 0.36
H -0.29 5.96 -0.02 0.45
H -1.89 4.15 0.65 0.49
H -2.34 2.32 2.03 0.50
H -2.72 3.15 3.53 0.59
H -1.98 1.24 4.54 0.36
H -0.35 1.81 4.24 0.56
H 0.25 3.80 4.34 0.70
C 1.47 -0.33 -6.56 -0.67
O 2.84 -0.60 -6.40 -0.37
C 3.13 -1.79 -5.67 -0.62
C 3.78 -2.82 -6.56 -0.17
N 2.83 -3.33 -7.54 -0.35
C 3.41 -4.22 -8.55 -0.74
C 4.44 -3.63 -9.50 -0.46
O 3.92 -2.66 -10.39 -0.42
C 3.92 -1.33 -9.91 -0.53
H 1.38 0.64 -7.04 0.27
H 0.97 -1.08 -7.19 0.31
H 0.95 -0.29 -5.59 0.25
H 2.22 -2.19 -5.22 0.44
H 3.83 -1.52 -4.87 0.18
H 4.12 -3.66 -5.94 0.38
H 4.67 -2.36 -7.02 0.18
H 2.39 -2.55 -8.01 0.11
H 2.59 -4.62 -9.15 0.38
H 3.87 -5.07 -8.03 0.40
H 4.81 -4.45 -10.13 0.36
H 5.32 -3.23 -8.97 0.33
H 4.77 -1.14 -9.25 0.27
H 3.00 -1.08 -9.38 0.18
H 4.01 -0.68 -10.78 0.28
C -4.26 -1.12 4.94 -0.56
O -5.08 -0.41 4.04 -0.36
C -5.08 -0.91 2.71 -0.66
C -6.40 -1.56 2.36 -0.30
N -6.60 -2.79 3.11 -0.31
C -7.92 -3.40 2.95 -0.71
C -9.12 -2.63 3.47 -0.47
O -9.15 -2.49 4.88 -0.42
C -8.48 -1.36 5.40 -0.52
H -4.26 -0.58 5.89 0.23
H -4.63 -2.14 5.13 0.34
H -3.23 -1.20 4.58 0.15
H -4.26 -1.63 2.58 0.38
H -4.91 -0.07 2.04 0.30
H -6.41 -1.78 1.29 0.39
H -7.19 -0.81 2.55 0.21
H -6.44 -2.62 4.09 0.08
H -7.89 -4.37 3.45 0.38
H -8.07 -3.61 1.88 0.40
H -10.01 -3.21 3.21 0.36
H -9.23 -1.65 2.99 0.33
H -8.54 -0.51 4.71 0.26
H -7.43 -1.57 5.62 0.16
H -8.98 -1.09 6.33 0.30